# C12H21AsGaN5O3

A structure of composition C12H21AsGaN5O3 (ωB97M-V with the def2-TZVPD basis set, OMol25).

XYZ file:
```
43
Properties=species:S:1:pos:R:3:forces:R:3:mulliken_charge:R:1
Ga -1.667187 1.421784 -0.179210 0.0 0.0 0.0 0.593
N -1.104709 4.376758 -0.131484 0.0 0.0 0.0 -0.546
N -1.952953 3.376699 -0.728147 0.1 -0.1 -0.2 -0.275
H -1.514560 5.293142 -0.292438 0.0 0.0 0.0 0.301
H -0.213258 4.362184 -0.615855 0.0 0.0 0.0 0.254
H -2.031343 3.457236 -1.745025 0.0 0.0 0.0 0.389
H -2.897055 3.544500 -0.375821 0.0 0.0 0.0 0.347
O -3.472154 0.779442 0.105863 0.2 0.0 0.3 -0.423
N -3.800215 0.636790 -1.167462 -0.1 -0.1 0.0 0.959
O -4.796466 0.105644 -1.485407 0.0 0.1 -0.1 -0.480
O -2.914005 1.114558 -1.944339 -0.1 -0.1 0.0 -0.567
N -0.993297 2.279235 3.793648 0.0 0.0 0.0 -0.039
C 0.276486 2.490648 3.312258 0.0 0.0 0.0 -0.648
C 0.222690 2.205776 1.989624 0.0 0.0 0.1 -0.246
N -1.070494 1.818466 1.673558 -0.1 0.1 -0.1 0.295
C -1.779266 1.882414 2.794278 -0.1 -0.1 0.0 -0.252
H -1.290586 2.397690 4.752064 0.0 0.0 0.0 0.229
H 1.085552 2.820690 3.939626 0.0 0.0 0.0 0.427
H 1.009146 2.259013 1.256516 0.0 0.0 0.0 0.445
H -2.824515 1.639951 2.900171 0.0 0.0 0.0 0.543
C -0.853774 -1.306768 -2.447271 0.0 0.0 0.0 -1.165
As -0.282789 -0.515754 -0.788889 0.1 0.1 -0.1 0.484
C -0.668132 -1.816791 0.580947 0.0 0.0 0.0 -1.245
C 1.663531 -0.315208 -0.906995 0.0 0.0 0.0 -0.908
C 2.320519 -1.656784 -0.756596 0.0 0.0 0.0 0.144
C 2.688915 -2.119226 0.504591 0.0 0.0 0.0 -0.164
C 3.270498 -3.369163 0.647614 0.0 0.0 0.0 -0.689
C 3.483640 -4.167676 -0.468390 0.0 0.0 0.0 -0.474
C 3.126365 -3.709420 -1.728442 0.0 0.0 0.0 -0.721
C 2.547062 -2.457203 -1.873534 0.0 0.0 0.0 -0.257
H -0.220853 -2.174929 -2.627418 0.0 0.0 0.0 0.455
H -0.754115 -0.589919 -3.258778 0.0 0.0 0.0 0.398
H -1.891050 -1.625162 -2.367111 0.0 0.0 0.0 0.426
H -0.115776 -2.724780 0.342906 0.0 0.0 0.0 0.458
H -1.738103 -2.018967 0.588131 0.0 0.0 0.0 0.457
H -0.350746 -1.447673 1.554361 0.0 0.0 0.0 0.392
H 1.986325 0.390251 -0.142360 0.0 0.0 0.0 0.446
H 1.851074 0.124298 -1.887598 0.0 0.0 0.0 0.546
H 2.541525 -1.491873 1.377622 0.0 0.0 0.0 0.386
H 3.568085 -3.717399 1.627466 0.0 0.0 0.0 0.419
H 3.942133 -5.140704 -0.356973 0.0 0.0 0.0 0.417
H 3.312246 -4.320612 -2.601155 0.0 0.0 0.0 0.406
H 2.301609 -2.091157 -2.864543 0.0 0.0 0.0 0.482
```
Positions in Å, forces in eV/Å.

Results
* E_LUMO: -6.282 eV
* net charge: +2
* relative energy (zero: lowest compared OMol25 entry of this formula, charge and spin): 0.2466 eV
* HOMO: -14.41 eV

=====

# C21H25Br2N3O5

A cluster of 2 separate species, C21H25Br2N3O5 in total (ωB97M-V with the def2-TZVPD basis set, OMol25).

XYZ file:
```
56
Properties=species:S:1:pos:R:3:forces:R:3:mulliken_charge:R:1
O 0.445715 1.038132 -0.888829 -0.3 0.2 0.1 -0.612
O -0.609541 -6.310669 -2.230234 -0.2 -0.2 -0.3 -0.672
O 0.297814 -2.750296 1.888665 0.0 0.0 -0.3 -0.708
Br -1.471189 0.474350 -5.732872 0.4 0.6 0.3 -0.171
Br 2.038217 5.055180 -5.839850 -0.3 -0.3 0.2 -0.288
O 0.392105 2.676701 -6.921321 -0.3 -0.3 0.5 -0.521
O -0.055596 2.978730 5.125133 0.0 0.2 -0.2 -0.656
C 0.188209 2.162885 -0.477539 0.5 -1.2 -1.1 0.512
C -0.020371 -5.413586 -1.651672 0.6 -1.7 -0.5 0.669
C -0.121967 -3.570025 1.079100 0.1 0.7 0.5 0.205
C -0.637138 2.017808 -3.454931 0.0 0.0 -0.2 -0.118
C 0.796823 3.954527 -3.507544 0.1 -0.1 -0.4 -0.607
C 0.047507 1.319488 1.859768 0.0 0.4 -0.1 -0.698
C 0.133116 3.707359 1.525338 -0.1 -0.9 0.6 -0.837
C -0.536554 1.889745 -4.844352 0.2 0.3 0.6 -0.541
C 0.925125 3.823984 -4.892026 -0.5 -0.3 1.0 -0.271
C 0.256747 2.792269 -5.564441 0.5 0.4 -1.1 1.434
C -0.010431 2.797200 3.769305 0.1 -0.5 -0.4 0.701
C 0.124144 2.410560 0.976929 -0.2 0.9 1.0 0.529
C 0.033479 3.045977 -2.774527 0.2 -0.2 -1.1 -0.041
C -0.034335 1.496919 3.243276 0.0 -0.1 -0.7 1.120
C 0.068223 3.907826 2.912577 0.0 0.3 -0.2 0.143
N -0.030025 3.186652 -1.385331 -0.2 0.4 1.6 -0.111
N -0.557827 -4.776500 1.474162 -0.3 -1.0 -0.4 -0.122
N -0.682386 -4.327365 -1.258392 0.0 1.6 0.9 -0.190
C 1.460130 -5.551618 -1.358186 -0.2 0.2 -0.1 -1.011
C -0.132786 0.279794 4.132435 0.0 0.2 -0.1 -1.814
C 0.099224 5.309974 3.474484 -0.1 -0.2 0.1 -1.520
C -0.556844 -5.241779 2.860465 0.1 0.5 -0.2 -0.942
C -1.056534 -2.003547 -0.710217 0.3 -0.1 0.4 -1.277
C -0.175038 -3.226589 -0.430443 -0.5 -0.3 -0.3 0.560
H 0.990258 3.370643 -7.242517 -0.1 -0.1 0.1 0.230
H -0.058366 2.113989 5.563811 0.0 0.3 -0.2 0.322
H -1.234514 1.300970 -2.900709 0.1 0.1 -0.1 0.373
H 1.330404 4.752782 -3.003206 0.0 -0.1 0.0 0.447
H 0.051610 0.304907 1.467991 0.0 0.2 0.0 0.439
H 0.204277 4.579770 0.884456 0.0 0.0 0.1 0.254
H -0.016846 4.123783 -1.003971 -0.1 -0.2 -0.3 0.195
H -0.910843 -5.399860 0.763064 0.0 0.1 0.1 0.267
H -1.644731 -4.280188 -1.554673 0.0 -0.1 0.0 0.208
H 1.998288 -4.725437 -1.818975 0.2 0.1 0.1 0.311
H 1.814620 -6.489350 -1.784608 -0.2 0.1 0.0 0.319
H 1.629130 -5.556986 -0.283783 0.2 0.1 0.1 0.287
H -0.914791 0.413541 4.885515 0.0 -0.1 0.1 0.446
H -0.378981 -0.613215 3.548895 0.1 0.2 0.1 0.203
H 0.822084 0.105542 4.637267 -0.1 -0.1 0.1 0.390
H -0.112170 6.051555 2.698570 0.1 -0.2 0.1 0.381
H -0.651494 5.422030 4.263227 0.2 0.0 0.0 0.338
H 1.084874 5.521465 3.900017 -0.1 0.1 0.1 0.293
H -0.796414 -6.305715 2.902842 0.0 0.2 -0.2 0.348
H -1.294958 -4.681339 3.437608 0.1 -0.1 0.1 0.286
H 0.427753 -5.078054 3.304404 -0.1 0.0 0.0 0.297
H -0.978451 -1.720542 -1.760673 0.0 0.0 0.1 0.493
H -0.723537 -1.167210 -0.099977 0.0 0.0 -0.1 -0.073
H -2.097111 -2.220660 -0.467154 -0.1 0.0 0.0 0.514
H 0.841892 -2.976504 -0.736349 0.1 -0.1 0.1 0.289
```
Positions in Å, forces in eV/Å.

Results
* E_LUMO: 0.493 eV
* SMILES string: Cc1cc(C(=O)Nc2cc(Br)c(O)c(Br)c2)cc(C)c1O.CNC(=O)[C@H](C)NC(C)=O
* relative energy (zero: lowest compared OMol25 entry of this formula, charge and spin): 0.1523 eV
* HOMO: -8.50 eV

=====

# C15H37ClO9P2S2Si2

A structure of composition C15H37ClO9P2S2Si2 (ωB97M-V with the def2-TZVPD basis set, OMol25).

XYZ file:
```
68
Properties=species:S:1:pos:R:3:forces:R:3:mulliken_charge:R:1
C -4.958237 -2.704316 2.795968 0.2 0.4 0.5 -0.869
C -5.236853 -1.320240 2.234510 -0.2 -0.4 0.0 0.042
O -4.843707 -0.312320 3.183036 0.3 -0.4 -0.5 -0.404
P -3.735444 0.780014 2.842847 -0.2 1.2 0.7 0.750
O -3.786212 1.856784 3.834774 0.0 0.0 0.1 -0.794
C -2.092384 0.041814 2.857315 -0.2 -0.8 -0.1 -1.018
C -1.787159 -1.216959 2.022277 0.6 0.1 -0.1 -0.028
C -1.051514 -2.308893 2.817328 -0.3 0.1 0.0 -1.014
Si -0.180257 -3.523087 1.704594 0.1 -0.4 0.0 0.227
O 1.274819 -2.941591 1.190669 0.0 -0.2 0.4 0.030
Si 2.729581 -3.411904 1.862582 0.4 0.2 -0.2 0.491
P -1.505601 -3.805416 -0.120825 -0.2 0.7 -0.2 0.205
O -0.462084 -4.594047 -1.105229 0.1 -0.2 0.4 -0.462
Cl -2.732084 -5.278679 0.673019 0.1 -0.2 0.2 -0.274
O -4.095360 1.307525 1.374696 0.4 -0.7 -0.1 -0.348
C -3.242092 1.032534 0.247168 -0.3 0.4 -0.6 0.386
C -3.897642 1.622143 -0.993433 -0.2 -0.7 0.6 -1.390
H -5.120604 -2.646251 3.872142 -0.2 -0.1 0.0 0.287
H -3.921770 -3.003992 2.662904 0.0 -0.1 -0.2 -0.024
H -5.628295 -3.450569 2.381722 0.0 -0.1 -0.2 0.369
H -4.748356 -1.159531 1.274940 0.0 0.0 -0.1 0.068
H -6.306122 -1.228297 2.056766 -0.1 0.3 0.1 0.396
H -1.375735 0.832597 2.647628 0.0 0.1 0.0 0.412
H -1.958806 -0.205203 3.911301 -0.1 0.1 0.1 0.439
H -1.139434 -0.918900 1.194244 -0.1 0.1 -0.1 0.557
H -2.668196 -1.645766 1.553902 -0.1 0.0 0.0 0.058
H -1.748467 -2.846156 3.464741 -0.1 0.0 0.1 0.415
H -0.324015 -1.840318 3.483455 0.2 -0.1 0.0 0.491
H 0.029769 -4.839316 2.347232 0.0 0.0 0.1 -0.177
H 3.416370 -2.247393 2.449067 -0.1 0.1 0.0 -0.138
H 2.514312 -4.394558 2.948579 -0.2 0.0 0.0 -0.166
H 3.567916 -4.010620 0.827802 -0.1 -0.2 -0.1 -0.158
H -0.708769 -4.373629 -2.002039 0.0 -0.1 -0.5 0.347
H -3.130269 -0.039612 0.098795 0.2 -0.1 0.1 0.067
H -2.262093 1.485774 0.394830 0.1 0.0 0.2 0.259
H -4.425793 2.531224 -0.720463 0.2 0.2 -0.1 0.318
H -4.640180 0.908372 -1.350463 -0.1 0.1 -0.1 0.286
H -3.174805 1.790919 -1.780431 0.0 0.1 0.0 0.389
C 8.668703 -1.216732 -1.046846 0.0 -0.1 0.1 -0.578
C 8.639187 -2.739786 -1.238952 0.0 0.0 0.0 -0.624
C 7.894086 -3.338076 -0.038679 0.2 -0.1 -0.2 -0.650
S 6.747098 -2.069411 0.520632 0.0 0.0 -0.2 1.140
O 7.132058 -1.644551 1.841288 -0.1 0.0 0.1 -0.685
O 5.392881 -2.483435 0.248588 0.2 0.1 0.1 -0.614
C 7.249010 -0.817652 -0.657054 0.2 0.1 -0.1 -0.717
H 8.992271 -0.700589 -1.949060 0.0 0.0 0.0 0.339
H 9.360926 -0.956544 -0.243669 0.0 0.0 0.0 0.298
H 8.107029 -2.980480 -2.160887 0.0 0.0 0.0 0.303
H 9.641615 -3.156059 -1.321707 0.0 0.0 0.0 0.318
H 7.324854 -4.226992 -0.296749 -0.1 0.0 0.1 0.350
H 8.564079 -3.555506 0.790447 0.0 0.1 0.1 0.369
H 7.176114 0.159542 -0.186316 -0.1 0.0 0.1 0.400
H 6.568660 -0.877431 -1.505867 0.0 0.0 0.0 0.359
C -1.997542 6.870702 -2.804439 0.0 0.0 -0.1 -0.635
C -2.762551 6.789912 -4.133149 0.0 0.0 0.1 -0.627
C -2.404389 5.448975 -4.787188 -0.1 0.3 -0.1 -0.655
S -2.005734 4.326564 -3.438448 -0.1 0.1 0.0 1.163
O -0.615174 3.962855 -3.528969 0.0 -0.1 0.0 -0.677
O -3.023184 3.311124 -3.327146 0.2 0.1 -0.2 -0.676
C -2.204396 5.522803 -2.121213 0.0 0.2 0.1 -0.691
H -2.352670 7.689293 -2.181058 0.0 0.0 0.0 0.337
H -0.934636 7.030281 -2.996249 0.0 0.0 0.0 0.314
H -3.835589 6.830339 -3.938331 0.0 0.0 0.0 0.303
H -2.518079 7.621682 -4.791437 0.0 0.0 0.0 0.320
H -3.227341 5.024759 -5.355946 0.0 -0.1 0.0 0.349
H -1.520073 5.524533 -5.416384 0.1 -0.1 0.0 0.349
H -1.483034 5.308100 -1.336576 0.0 -0.1 0.0 0.442
H -3.218604 5.419639 -1.736588 0.0 0.0 0.0 0.353
```
Positions in Å, forces in eV/Å.

Results
* E_LUMO: 0.476 eV
* relative energy (zero: lowest compared OMol25 entry of this formula, charge and spin): 0.0000 eV
* HOMO: -8.68 eV

=====

# C2H4N2S2

The molecule C2H4N2S2 (ωB97M-V with the def2-TZVPD basis set, OMol25).

XYZ file:
```
10
Properties=species:S:1:pos:R:3:forces:R:3:mulliken_charge:R:1
C -1.054667 -0.026903 -1.065151 -0.3 -0.4 -0.1 0.081
C 1.116186 0.211464 1.494567 -0.4 0.1 1.4 -0.179
H -0.005704 1.555901 -1.096497 -0.5 -0.1 0.0 0.237
H -2.028632 -0.531010 -1.260785 0.8 0.2 0.3 0.305
H -0.260164 -1.915107 -0.378620 0.1 1.9 -0.5 0.289
H 2.073136 0.504032 1.995828 -0.7 -0.1 -0.5 0.286
N -0.967329 1.216311 -1.269735 0.6 -0.3 0.1 -0.559
N -0.026506 -0.923116 -0.656880 -0.4 -1.2 0.3 -0.273
S 1.462171 -0.395839 -0.087823 -0.6 0.1 0.0 -0.004
S -0.308490 0.304267 2.325096 1.4 -0.1 -1.0 -0.183
```
Positions in Å, forces in eV/Å.

Results
* E_LUMO: -0.480 eV
* SMILES string: [H]/N=C\NSC=S
* relative energy (zero: lowest compared OMol25 entry of this formula, charge and spin): 1.7076 eV
* HOMO: -9.00 eV

=====

# C5H10O2

The molecule C5H10O2 (ωB97M-V with the def2-TZVPD basis set, OMol25).

XYZ file:
```
17
Properties=species:S:1:pos:R:3:forces:R:3:mulliken_charge:R:1
C 2.531446 -0.724681 -0.140059 0.0 0.0 0.0 -1.249
C 1.093893 -0.845459 0.322556 0.1 -0.2 0.1 -0.182
O 0.388600 0.312971 -0.080699 0.0 0.1 0.0 -0.371
C -0.996796 0.245759 0.170569 -0.2 0.0 0.1 0.454
C -1.526199 1.635509 0.497635 0.0 0.1 0.0 -1.416
C -1.713259 -0.324513 -1.048198 -0.4 0.0 0.0 -0.064
O -2.912964 -0.424139 -1.132356 0.6 0.0 0.0 -0.482
H 2.994493 0.173396 0.278795 -0.1 -0.1 -0.1 0.297
H 3.111310 -1.595807 0.179965 -0.1 0.1 0.0 0.383
H 2.575412 -0.659669 -1.230986 0.0 0.0 0.1 0.306
H 0.624959 -1.747880 -0.103180 0.1 0.1 0.0 0.316
H 1.036952 -0.936406 1.418750 0.0 0.0 -0.1 0.316
H -1.204588 -0.423881 1.020659 0.0 0.0 -0.1 0.267
H -2.617253 1.606996 0.575195 0.2 0.0 0.0 0.400
H -1.104183 1.984973 1.444118 0.0 -0.1 -0.2 0.330
H -1.243550 2.339975 -0.290887 0.0 -0.1 0.1 0.348
H -1.038269 -0.617144 -1.881879 -0.1 0.0 0.1 0.347
```
Positions in Å, forces in eV/Å.

Results
* E_LUMO: 0.941 eV
* SMILES string: CCO[C@@H](C)C=O
* relative energy (zero: lowest compared OMol25 entry of this formula, charge and spin): 1.6459 eV
* HOMO: -9.60 eV

=====

# C2H6N3

The ion C2H6N3 with charge +1 (ωB97M-V with the def2-TZVPD basis set, OMol25).

XYZ file:
```
11
Properties=species:S:1:pos:R:3:forces:R:3:mulliken_charge:R:1
C 0.566995 -0.363148 -0.136345 2.1 0.1 0.0 0.546
C -0.873384 0.205786 -0.181763 2.8 0.3 -1.1 0.034
N 1.177327 -1.540178 -0.151567 -2.1 3.2 0.9 -0.565
N 1.276894 0.866114 -0.043573 0.2 -0.1 0.6 -0.442
N -1.967402 -0.367389 0.048847 -0.3 -1.3 0.4 -0.201
H -0.685455 1.283773 -0.416536 -1.8 -1.0 0.3 0.317
H 2.188348 -1.380260 0.130711 -1.4 -0.4 -0.8 0.252
H 0.922058 1.853808 0.000000 0.4 -1.8 0.1 0.228
H 2.174794 0.732250 0.396346 0.2 0.5 -0.2 0.210
H -2.865986 0.096294 0.162120 0.1 0.1 -0.2 0.294
H -1.914192 -1.387049 0.191762 -0.4 0.4 0.1 0.327
```
Positions in Å, forces in eV/Å.

Results
* E_LUMO: -5.998 eV
* SMILES string: [H]/N=C(\N)C=[NH2+]
* net charge: +1
* relative energy (zero: lowest compared OMol25 entry of this formula, charge and spin): 2.2956 eV
* HOMO: -14.28 eV

=====

# C3H4Br2Cl2

A cluster of 2 separate species, C3H4Br2Cl2 in total (ωB97M-V with the def2-TZVPD basis set, OMol25).

XYZ file:
```
11
Properties=species:S:1:pos:R:3:forces:R:3:mulliken_charge:R:1
C 0.457136 0.581001 -1.232457 0.1 -0.1 1.3 -0.609
C 0.350669 0.812074 1.290050 -0.7 -0.4 1.2 -0.003
C -0.177681 0.735322 -0.053108 1.1 -0.5 -3.4 -0.142
Cl 0.884852 2.448968 1.628367 0.5 0.2 0.4 -0.133
Cl -0.896833 -2.387142 -0.577328 -0.2 -3.2 -0.8 -0.193
Br 1.592176 -0.633228 1.613856 0.4 0.3 0.2 -0.078
Br -2.042467 0.731612 -0.125149 -1.0 0.3 0.1 -0.040
H 1.513927 0.476948 -1.493373 -0.2 0.2 1.0 0.281
H -1.007774 -3.758870 -0.904924 0.2 2.9 0.7 0.260
H -0.158500 0.405359 -2.064214 -0.8 0.1 -1.1 0.319
H -0.515504 0.587955 1.918277 0.6 0.2 0.4 0.338
```
Positions in Å, forces in eV/Å.

Results
* E_LUMO: 0.357 eV
* SMILES string: C=C(Br)[C@H](Cl)Br.Cl
* relative energy (zero: lowest compared OMol25 entry of this formula, charge and spin): 0.9257 eV
* HOMO: -9.50 eV

=====

# C5H9N3

The ion C5H9N3 with charge +2 (ωB97M-V with the def2-TZVPD basis set, OMol25).

XYZ file:
```
17
Properties=species:S:1:pos:R:3:forces:R:3:mulliken_charge:R:1
C 0.887960 -1.309927 0.330909 -1.2 0.6 -0.4 -0.250
C -0.510227 0.574758 0.052600 0.8 0.6 -0.3 0.213
C 0.922125 0.883175 0.391938 -1.0 -0.8 1.0 0.397
C -0.313660 -0.880388 -0.535495 1.3 -0.1 -1.2 0.002
C 1.592153 2.116422 0.567720 -2.6 0.9 -0.9 -0.837
N 1.547946 -0.255331 0.596676 1.6 -0.7 0.8 -0.219
N -1.434082 1.416423 0.060550 1.0 -0.5 -0.3 -0.408
N -1.430825 -1.795445 -0.463950 -1.1 -0.5 0.3 -0.251
H 1.028956 -2.211261 0.972599 0.0 0.2 -1.1 0.411
H -0.189680 -0.730838 -1.672543 0.8 -0.2 1.7 0.409
H 2.056227 1.994891 1.528899 0.4 0.7 0.8 0.366
H 0.875063 2.939177 0.331215 1.0 -0.2 0.8 0.339
H 2.355311 2.039798 -0.151346 1.7 0.5 -1.1 0.390
H -2.202044 1.101663 -0.502157 -1.4 0.1 -0.1 0.259
H -1.880979 -1.800263 0.479372 0.4 -0.9 -0.6 0.393
H -1.201843 -2.721105 -0.915809 -0.4 0.6 1.0 0.394
H -2.102400 -1.361747 -1.071179 -1.2 -0.2 -0.6 0.392
```
Positions in Å, forces in eV/Å.

Results
* E_LUMO: -11.227 eV
* SMILES string: [H]/N=C1/C(C)=[N+]=C[C@H]1[NH3+]
* net charge: +2
* relative energy (zero: lowest compared OMol25 entry of this formula, charge and spin): 2.8849 eV
* HOMO: -19.94 eV

=====

Which of these has the lowest HOMO?
C5H9N3